An isolated molecule of C4H6N2. Source: OMol25; level of theory: ωB97M-V with the def2-TZVPD basis set.

XYZ file:
```
12
Properties=species:S:1:pos:R:3:lowdin_charge:R:1
C -1.726 -0.317 0.058 -0.065
C -0.265 0.015 0.013 -0.285
C 0.799 -0.842 -0.177 -0.074
N 1.922 -0.087 -0.118 -0.051
N 1.674 1.210 0.091 0.018
C 0.353 1.278 0.175 -0.139
H -2.328 0.534 -0.277 0.074
H -1.964 -1.167 -0.589 0.074
H -2.051 -0.569 1.075 0.075
H 0.835 -1.910 -0.341 0.119
H 2.876 -0.382 -0.252 0.147
H -0.125 2.237 0.343 0.106
```

Results
SMILES string: Cc1cn[nH]c1
DFT total energy: -7225.0251 eV
Net charge: 0
Frontier orbital gap: 10.095 eV
HOMO energy: -9.053 eV
F_max: 0.23 eV Å⁻¹
Relative energy (zero: lowest compared OMol25 entry of this formula, charge and spin): 13.0 kcal per mole